A) The following is a quantum chemistry calculation of the ion CH2O3P2 with charge -2, from OMol25.

Results
charge = -2
frontier orbital gap (alpha / beta) = 5.912 / 5.097 eV
spin multiplicity = 1
LUMO energy (alpha / beta) = 6.934 / 6.678 eV

Cartesian coordinates (Å):
C -0.3799 -1.4071 1.4567
O 1.7380 -0.2120 0.6497
O -0.3399 0.3779 -0.8947
O 0.8625 -1.9440 -0.9335
P -1.1402 1.6791 -1.3994
P 0.5090 -0.9324 0.0702
H -0.6513 -0.3558 1.8413
H -0.5983 2.7943 -0.7903

Now the natural (NBO) charges, all in e: number 1, C, carries -1.097; number 2, O, carries -1.213; number 3, O, carries -1.102; number 4, O, carries -1.197; number 5, P, carries 0.471; number 6, P, carries 2.205; number 7, H, carries 0.100; number 8, H, carries -0.168



B) The following is a quantum chemistry calculation of a cluster of 2 separate species, CH2O3P2 in total, from OMol25.

Results
charge = -2
frontier orbital gap = 7.097 eV
spin multiplicity = 1
LUMO energy = 7.364 eV

Cartesian coordinates (Å):
C -0.5509 2.0290 0.1115
O -1.4536 -0.0307 -1.2038
O 0.0556 -3.0187 0.1893
O 2.2566 -2.2822 0.8476
P 1.2430 -2.2602 -0.3002
P -0.3518 0.4132 -0.3215
H -1.3844 2.8459 -0.0778
H 0.1856 2.3037 0.7548

Now the natural (NBO) charges, all in e: number 1, C, carries -1.244; number 2, O, carries -1.182; number 3, O, carries -1.183; number 4, O, carries -1.212; number 5, P, carries 1.363; number 6, P, carries 1.134; number 7, H, carries 0.159; number 8, H, carries 0.165



So which one is most stable? That would be B), about 74.7 kcal/mol below the next structure.



A) The following is a quantum chemistry calculation of an isolated molecule of C9H10, from OMol25.

Results
charge = 0
frontier orbital gap = 6.963 eV
spin multiplicity = 1
LUMO energy = -1.393 eV

Cartesian coordinates (Å):
C 3.5985 -1.1493 0.1309
C 2.4923 -0.4892 0.0611
C 0.7114 1.2974 0.0691
C 1.4284 2.3930 0.1287
C -0.8234 1.3101 0.0100
C -1.3631 0.0072 -0.6696
C -0.5333 -1.1867 -0.3755
C 1.2909 0.0080 0.0856
C -0.8321 -2.1734 0.6588
H 2.4873 2.2743 0.2352
H 1.0308 3.4434 0.0712
H -1.2274 1.2134 1.1435
H -1.1822 2.2545 -0.5257
H -2.4457 -0.0662 -0.4418
H -1.4030 0.0659 -1.8409
H -0.3018 -1.6388 -1.3187
H -2.0054 -2.2162 0.6150
H -0.3473 -2.1432 1.6340
H -0.5750 -3.2044 0.3292

Now the natural (NBO) charges, all in e: number 1, C, carries 0.128; number 2, C, carries -0.507; number 3, C, carries -0.173; number 4, C, carries -0.240; number 5, C, carries -0.401; number 6, C, carries -0.464; number 7, C, carries -0.078; number 8, C, carries 0.216; number 9, C, carries -0.677; number 10, H, carries 0.211; number 11, H, carries 0.207; number 12, H, carries 0.219; number 13, H, carries 0.231; number 14, H, carries 0.226; number 15, H, carries 0.209; number 16, H, carries 0.207; number 17, H, carries 0.218; number 18, H, carries 0.243; number 19, H, carries 0.227



B) The following is a quantum chemistry calculation of a structure of composition C9H10, from OMol25.

Results
charge = 0
frontier orbital gap = 10.048 eV
spin multiplicity = 1
LUMO energy = 1.076 eV

Cartesian coordinates (Å):
C -0.1668 2.5698 0.4363
C 0.0914 2.3638 -0.7537
C 0.0307 0.9787 -1.4927
C -0.0376 -0.3105 -0.5010
C 1.2214 -0.7084 -0.0636
C 1.2524 -1.7749 0.8495
C 0.1562 -2.3662 1.3240
C -1.1063 -1.8587 0.8691
C -1.1952 -0.7736 -0.1348
H -0.7311 1.5463 1.0503
H -0.0889 3.5287 0.9018
H 0.5813 3.0954 -1.5640
H -1.1839 0.9326 -2.1187
H 0.5473 0.8109 -2.3396
H 2.1258 -0.1638 -0.2139
H 2.2842 -2.0639 1.2559
H 0.4453 -3.1181 2.0714
H -2.0996 -2.2565 0.8815
H -2.1265 -0.4318 -0.4579

Now the natural (NBO) charges, all in e: number 1, C, carries -0.394; number 2, C, carries -0.208; number 3, C, carries -0.394; number 4, C, carries -0.004; number 5, C, carries -0.224; number 6, C, carries -0.183; number 7, C, carries -0.258; number 8, C, carries -0.181; number 9, C, carries -0.237; number 10, H, carries 0.199; number 11, H, carries 0.214; number 12, H, carries 0.203; number 13, H, carries 0.166; number 14, H, carries 0.210; number 15, H, carries 0.220; number 16, H, carries 0.205; number 17, H, carries 0.230; number 18, H, carries 0.214; number 19, H, carries 0.222



So which one is most stable? That would be B), about 84.6 kcal/mol below the next structure.



A) The following is a quantum chemistry calculation of an isolated molecule of C6H8N2, from OMol25.

Results
charge = 0
SMILES string = C#CC(=C)N/C=N/C
frontier orbital gap = 9.175 eV
spin multiplicity = 1
LUMO energy = 0.898 eV

Cartesian coordinates (Å):
C 2.7417 0.5716 0.1394
C 0.9313 -0.8805 -0.2615
C -1.4553 -0.3801 -0.0273
C -2.7621 -0.6795 0.3461
C -1.3360 1.0056 -0.2713
C -1.4881 2.1919 -0.1943
H 3.3419 -0.1044 -0.6743
H 3.3275 0.1246 1.1705
H 2.6329 1.6997 -0.2731
H 1.5869 -1.6512 -0.7665
H -0.4321 -2.2710 -0.1934
H -3.7190 -0.1264 0.4092
H -2.6906 -1.7652 0.7120
H -1.6409 3.3193 -0.0926
N 1.3732 0.1855 0.3577
N -0.4115 -1.2399 -0.3807

Now the natural (NBO) charges, all in e: number 1, C, carries -0.453; number 2, C, carries 0.267; number 3, C, carries 0.096; number 4, C, carries -0.422; number 5, C, carries -0.061; number 6, C, carries -0.200; number 7, H, carries 0.159; number 8, H, carries 0.216; number 9, H, carries 0.239; number 10, H, carries 0.149; number 11, H, carries 0.405; number 12, H, carries 0.244; number 13, H, carries 0.177; number 14, H, carries 0.251; number 15, N, carries -0.469; number 16, N, carries -0.599



B) The following is a quantum chemistry calculation of an isolated molecule of C6H8N2, from OMol25.

Results
charge = 0
SMILES string = [H]/N=C\N1CC=CC1=C
frontier orbital gap = 8.903 eV
spin multiplicity = 1
LUMO energy = 0.919 eV

Cartesian coordinates (Å):
C 1.4027 1.3524 1.0018
C 0.7653 0.6284 0.0518
C 0.2266 1.4548 -1.0855
C -0.7640 0.7633 -1.6096
C -0.9334 -0.5767 -0.8265
C 0.2980 -1.4078 1.2404
H 1.5963 1.0889 2.0530
H 1.4133 2.4972 0.8014
H 0.5808 2.4047 -1.2895
H -1.3779 0.8719 -2.4643
H -0.8079 -1.4609 -1.4340
H -2.0330 -0.9212 -0.5042
H 1.2507 -1.1599 1.7490
H -1.2688 -2.6153 0.7214
N 0.1877 -0.5640 0.0863
N -0.5364 -2.3558 1.5086

Now the natural (NBO) charges, all in e: number 1, C, carries -0.518; number 2, C, carries 0.171; number 3, C, carries -0.197; number 4, C, carries -0.181; number 5, C, carries -0.259; number 6, C, carries 0.298; number 7, H, carries 0.205; number 8, H, carries 0.205; number 9, H, carries 0.224; number 10, H, carries 0.218; number 11, H, carries 0.199; number 12, H, carries 0.213; number 13, H, carries 0.195; number 14, H, carries 0.348; number 15, N, carries -0.448; number 16, N, carries -0.674



So which one is most stable? That would be B), about 56.2 kcal/mol below the next structure.